{
  "formula": "C36H40AsFN3O4PdSSi2",
  "method": "wB97M-V/def2-TZVPD",
  "charge": 1,
  "multiplicity": 5,
  "e_above_lowest_ev": 0.0000,
  "homo_energy_ha": [-0.3997, -0.4036],
  "energy_ev": -144262.702,
  "symbols": ["Pd", "C", "Si", "C", "C", "C", "C", "C", "C", "C", "C", "N", "Si", "C", "C", "C", "H", "H", "H", "H", "H", "H", "H", "H", "H", "H", "H", "H", "H", "H", "H", "H", "H", "H", "H", "H", "H", "H", "S", "C", "C", "C", "C", "C", "C", "As", "C", "C", "C", "C", "C", "C", "C", "C", "C", "C", "C", "C", "H", "H", "H", "H", "H", "H", "H", "H", "H", "H", "H", "H", "H", "H", "F", "C", "C", "N", "C", "C", "O", "O", "C", "O", "N", "C", "O", "H", "H", "H", "H"],
  "xyz": [[-0.312, 0.206, -0.262], [-0.567, 5.274, 1.770], [-0.173, 3.443, 1.443], [0.425, 2.649, 3.062], [1.175, 3.471, 0.077], [-1.662, 2.541, 0.725], [-1.815, 2.704, -0.714], [-2.109, 3.954, -1.262], [-2.226, 4.085, -2.630], [-2.071, 2.959, -3.417], [-1.743, 1.747, -2.829], [-1.625, 1.627, -1.493], [-3.091, 1.616, 1.531], [-2.401, 0.712, 3.059], [-4.457, 2.829, 1.884], [-3.850, 0.330, 0.305], [0.350, 5.724, 2.131], [-1.300, 5.459, 2.556], [-0.859, 5.804, 0.857], [1.369, 3.124, 3.355], [0.613, 1.594, 2.982], [-0.298, 2.817, 3.868], [2.126, 3.667, 0.577], [1.041, 4.201, -0.716], [1.305, 2.524, -0.444], [-2.239, 4.829, -0.634], [-2.392, 5.035, -3.100], [-2.159, 3.025, -4.495], [-1.524, 0.846, -3.388], [-2.091, 1.435, 3.792], [-1.548, 0.069, 2.806], [-3.184, 0.105, 3.514], [-4.146, 3.617, 2.574], [-5.290, 2.301, 2.357], [-4.847, 3.314, 0.989], [-3.147, -0.368, -0.136], [-4.363, 0.843, -0.503], [-4.564, -0.263, 0.861], [1.787, 0.288, 0.936], [1.812, -0.985, 2.082], [2.863, -0.967, 3.013], [2.863, -1.914, 4.024], [1.835, -2.831, 4.097], [0.856, -2.901, 3.102], [0.815, -1.979, 2.084], [-0.484, -2.032, 0.666], [0.314, -3.105, -0.730], [-0.517, -3.428, -1.777], [-0.028, -4.164, -2.844], [1.311, -4.510, -2.874], [2.154, -4.180, -1.822], [1.638, -3.492, -0.732], [-1.794, -3.303, 1.335], [-3.050, -2.901, 1.825], [-3.928, -3.842, 2.358], [-3.577, -5.181, 2.397], [-2.370, -5.594, 1.869], [-1.465, -4.661, 1.358], [3.624, -0.195, 2.916], [3.650, -1.903, 4.772], [1.825, -3.562, 4.907], [0.088, -3.645, 3.215], [-1.591, -3.177, -1.770], [-0.692, -4.496, -3.629], [1.685, -5.108, -3.706], [3.208, -4.481, -1.810], [2.294, -3.210, 0.079], [-3.365, -1.866, 1.780], [-4.920, -3.535, 2.688], [-4.265, -5.883, 2.816], [-2.105, -6.663, 1.830], [-0.536, -5.012, 0.936], [6.831, -0.270, -3.889], [5.761, 0.540, -3.710], [4.566, 0.085, -4.061], [3.399, 0.776, -3.849], [2.110, 0.113, -3.789], [1.764, -0.142, -2.336], [2.672, -0.328, -1.532], [0.478, -0.143, -2.106], [3.409, 2.024, -3.280], [2.381, 2.618, -2.969], [4.685, 2.530, -3.076], [5.938, 1.876, -3.210], [6.975, 2.424, -2.931], [4.472, -0.904, -4.462], [2.181, -0.836, -4.330], [1.373, 0.756, -4.259], [4.722, 3.450, -2.656]]
}

=====

{
  "formula": "C18H36NO3",
  "method": "wB97M-V/def2-TZVPD",
  "charge": -1,
  "homo_energy_ha": -0.0488,
  "energy_ev": -26880.269,
  "symbols": ["C", "C", "O", "C", "O", "C", "C", "C", "N", "C", "C", "C", "C", "C", "C", "C", "C", "C", "C", "C", "O", "C", "H", "H", "H", "H", "H", "H", "H", "H", "H", "H", "H", "H", "H", "H", "H", "H", "H", "H", "H", "H", "H", "H", "H", "H", "H", "H", "H", "H", "H", "H", "H", "H", "H", "H", "H", "H"],
  "xyz": [[4.039, -0.257, 1.425], [5.020, 0.864, 1.721], [5.156, 1.860, 0.700], [4.025, 2.146, -0.030], [3.035, 2.497, 0.461], [4.193, 2.036, -1.533], [3.638, 0.726, -2.151], [2.150, 0.429, -1.846], [1.614, -0.597, -2.703], [1.560, -1.899, -2.063], [0.092, -2.435, -2.014], [-0.574, -2.500, -0.616], [-0.060, -1.464, 0.382], [-0.888, -1.381, 1.670], [-0.444, -0.152, 2.508], [-1.470, 0.974, 2.598], [-1.976, 1.496, 1.244], [-3.211, 0.732, 0.697], [-4.232, 1.640, 0.021], [-4.846, 1.071, -1.286], [-4.702, -0.329, -1.441], [-5.533, -1.076, -0.575], [4.168, -1.108, 2.092], [3.007, 0.054, 1.513], [4.225, -0.614, 0.415], [4.771, 1.301, 2.691], [6.009, 0.426, 1.844], [3.693, 2.903, -1.954], [5.266, 2.093, -1.731], [4.264, -0.120, -1.856], [3.732, 0.821, -3.230], [2.043, 0.152, -0.786], [1.588, 1.359, -2.049], [2.071, -1.934, -1.083], [2.111, -2.610, -2.717], [0.085, -3.439, -2.461], [-0.511, -1.804, -2.659], [-1.641, -2.290, -0.757], [-0.496, -3.500, -0.180], [0.931, -1.793, 0.698], [0.061, -0.490, -0.087], [-0.639, -2.271, 2.253], [-1.959, -1.430, 1.486], [0.513, 0.190, 2.119], [-0.281, -0.511, 3.527], [-2.299, 0.726, 3.261], [-0.962, 1.819, 3.073], [-2.288, 2.532, 1.404], [-1.183, 1.533, 0.500], [-2.840, -0.063, 0.055], [-3.661, 0.239, 1.559], [-3.768, 2.592, -0.238], [-5.044, 1.897, 0.701], [-4.315, 1.513, -2.122], [-5.915, 1.297, -1.352], [-4.969, -1.814, -0.008], [-6.260, -1.618, -1.189], [-6.092, -0.422, 0.098]]
}